Below is a cluster of 2 separate species, C5H11O2 in total, with properties calculated with ωB97M-V with the def2-TZVPD basis set.

Element x y z (Å)
C -1.343 0.083 -0.512
C -0.580 -0.946 -1.227
C -2.564 -0.201 0.353
H -0.531 0.405 0.291
H -1.468 0.948 -1.249
H -0.971 -1.414 -2.146
H -0.286 -1.801 -0.639
H -3.366 -0.523 -0.382
H -2.509 -0.902 1.186
H 0.343 -0.547 -1.763
H -2.829 0.760 0.679
C 2.253 1.172 0.464
C 2.492 -0.134 1.207
O 3.585 -0.690 1.139
O 1.570 -0.510 1.950
H 1.954 1.899 1.049
H 1.283 0.943 -0.047
H 2.967 1.457 -0.354

Molar mass ... 103.14 g mol⁻¹
ΔE to the lowest compared entry with this formula, charge and spin ... 141.6 kJ/mol
LUMO energy ... 3.736 eV
Total energy ... -9458.561 eV
Net charge ... -1



Below is a cluster of 2 separate species, C6H16NS in total, with properties calculated with ωB97M-V with the def2-TZVPD basis set.

Element x y z (Å)
C -3.520 -0.075 0.762
C 3.213 -0.109 0.123
C 1.497 1.718 -0.290
C 0.852 -2.098 -0.125
C -2.143 0.631 0.498
C 1.757 0.181 -0.166
N 0.788 -0.610 -0.359
S -1.453 -0.022 -1.030
H -3.854 0.142 1.683
H -4.277 0.258 0.074
H -3.342 -1.114 0.571
H 3.661 -0.560 -0.828
H 3.396 -1.015 0.960
H 3.729 0.823 0.553
H 0.425 1.898 -0.411
H 2.109 1.949 -1.083
H 1.785 2.193 0.659
H -0.128 -2.575 -0.174
H 1.319 -2.426 -0.988
H 1.419 -2.441 0.707
H -1.560 0.213 1.231
H -2.267 1.757 0.647
H -0.715 0.991 -1.304
H -2.688 0.290 -1.709

Molar mass ... 134.27 g mol⁻¹
ΔE to the lowest compared entry with this formula, charge and spin ... 326.5 kJ/mol
LUMO energy ... -3.264 eV
Total energy ... -18797.276 eV
Net charge ... +1



Below is a structure of composition C3H7N3, with properties calculated with ωB97M-V with the def2-TZVPD basis set.

Element x y z (Å)
C 1.057 1.490 -0.001
C 0.326 0.190 0.017
N -1.888 -0.849 -0.514
C 0.904 -1.106 0.008
N -0.374 -0.318 1.213
N -1.141 0.161 0.184
H -2.245 -1.487 0.195
H -2.679 -0.381 -0.948
H 1.826 1.516 0.775
H 1.548 1.636 -0.967
H 0.374 2.322 0.172
H 1.946 -1.242 0.269
H 0.348 -1.932 -0.405

Molar mass ... 85.11 g mol⁻¹
ΔE to the lowest compared entry with this formula, charge and spin ... 442.7 kJ/mol
LUMO energy ... 1.005 eV
Total energy ... -7690.091 eV



Q: Which of these has the lowest LUMO energy?
A: C6H16NS